This record from the Open Molecules 2025 dataset describes an isolated ion of composition C3H11N2 and charge +1 in a non-equilibrium geometry. The level of theory is ωB97M-V with the def2-TZVPD basis set.

relative energy (zero: lowest compared OMol25 entry of this formula, charge and spin)	52.67	kcal/mol
total energy	-6261.297	eV
net charge	+1
F_max	4.94	eV/Å

Bonds (Å) are listed after each position.
Atoms and positions in Å:
1 C -0.39228 -1.13467 1.08212  C2 1.560, H6 1.030, H7 1.129, H8 1.056
2 C -0.43233 -0.06499 -0.05218  C1 1.560, N3 1.435, C4 1.517, H9 1.230
3 N -1.66858 0.64180 0.12716  C2 1.435, H10 1.018, H11 1.072, H12 1.167
4 C 0.87867 0.68986 -0.17146  C2 1.517, N5 1.455, H13 1.085, H14 1.098
5 N 1.80238 -0.05431 -1.01340  C4 1.455, H15 0.970, H16 0.996
6 H -0.68086 -1.00209 2.06177  C1 1.030
7 H 0.64999 -1.56706 1.10569  C1 1.129
8 H -0.88358 -1.95524 0.63543  C1 1.056
9 H -0.51567 -0.81974 -1.01978  C2 1.230
10 H -2.41475 0.06534 -0.25765  N3 1.018
11 H -1.73926 1.52134 -0.48089  N3 1.072
12 H -1.81521 0.80687 1.27334  N3 1.167
13 H 0.77754 1.72377 -0.48463  C4 1.085
14 H 1.14887 0.74457 0.89139  C4 1.098
15 H 1.73928 0.15575 -1.95804  N5 0.970
16 H 2.47276 -0.72715 -0.71385  N5 0.996